Below is a 3-piece molecular cluster, C31H46BrFN3O10PS overall at a distorted geometry, with properties calculated with the ωB97M-V functional and the def2-TZVPD basis.

```
94
Properties=species:S:1:pos:R:3:mulliken_charge:R:1
H 4.226 0.023 2.191 0.04
Br 0.168 -0.764 7.842 -0.12
C -5.644 -0.555 -0.099 -0.91
O 3.420 1.051 6.356 -0.55
C -3.801 -2.418 -0.986 -0.57
H -5.155 -0.498 -9.985 0.31
C 5.400 -0.039 2.178 0.06
N -5.848 -1.788 -8.464 0.86
C 2.165 4.850 -0.093 -1.06
H -2.729 -3.254 -2.840 0.27
C 1.249 2.621 3.497 -0.12
C 0.262 1.986 4.639 -0.10
H 4.700 -3.605 1.542 0.38
C -5.731 -1.422 -9.901 -0.72
H 3.969 -0.802 -0.095 0.12
C 5.566 2.212 3.770 -0.69
P 5.458 4.151 0.897 0.17
H -5.220 -2.242 -10.409 0.29
H -2.470 -1.338 -2.519 0.29
C 4.419 -2.448 1.573 -0.51
S 5.764 6.031 1.456 -0.40
C 3.861 3.575 1.815 0.23
H 1.572 -0.990 3.991 -0.03
C 0.966 3.495 2.139 0.80
H 7.138 0.560 3.563 0.34
C 0.118 -1.727 -1.780 -0.40
H -5.414 -1.076 0.929 0.24
H 1.676 -1.102 0.448 0.02
H 6.648 3.439 1.286 0.16
H -0.288 -0.678 4.291 0.29
H 6.290 -1.993 2.983 0.34
H 4.230 -2.533 -0.801 0.40
H -0.012 -1.648 -2.958 0.33
H -5.881 -1.999 -1.865 0.02
H -0.573 3.919 0.496 0.35
H -0.791 4.988 2.033 0.29
C 5.811 -1.620 1.965 -0.62
H -1.130 0.267 1.834 -0.08
O -5.309 -1.036 -7.643 -0.48
C -1.079 -2.779 -1.288 -0.33
H -4.660 -0.580 -2.191 0.28
C 3.774 -1.951 0.121 -0.49
H 1.148 5.453 -0.076 0.39
H -2.988 0.221 2.161 0.34
C -7.619 -2.470 -5.290 -0.57
C 4.097 2.647 3.183 0.11
H 3.034 5.650 -0.100 0.41
H -3.445 -2.173 0.105 0.32
C 2.324 3.973 1.288 -0.01
H -0.076 -0.651 -1.302 0.07
C 0.803 -0.550 4.756 0.16
C 2.223 3.880 -1.429 0.69
C 0.912 -1.511 6.120 0.33
H -7.109 -2.526 -6.254 0.10
H -1.230 -2.700 -0.121 0.17
H 5.563 -0.023 4.486 0.24
H 6.464 2.865 3.382 0.38
C 1.630 -2.304 -1.503 -0.71
H 1.759 -3.059 0.702 0.30
C 5.951 0.629 3.572 -0.70
H -6.812 -0.480 -0.196 0.28
H -2.349 -0.112 0.330 -0.03
N -6.612 -2.065 -4.272 0.85
H 5.329 4.196 -0.537 0.16
C -2.184 0.491 1.324 -0.11
H 1.730 -3.435 -1.845 0.24
H 5.789 0.591 1.242 0.09
H -0.726 -3.867 -1.629 0.32
C -0.565 3.867 1.689 -0.72
O -2.772 2.602 -0.019 -0.56
H 3.656 -2.281 2.474 0.06
C 2.533 1.289 5.358 -0.03
C -2.528 -2.419 -2.030 -0.69
F 1.060 3.776 -2.382 -0.26
C -4.997 -1.364 -1.385 0.01
H 6.638 -1.780 1.123 0.28
O -6.477 -2.819 -8.200 -0.57
O 1.484 -2.718 6.145 -0.51
O -1.603 2.945 2.175 -0.21
C 2.125 -2.132 0.067 -0.17
H -8.414 -1.722 -5.317 0.31
H -8.015 -3.443 -4.992 0.30
H 2.370 -1.700 -2.211 0.30
H -5.235 0.550 -0.049 0.12
C -2.194 2.143 1.094 0.44
H -4.282 -3.510 -0.965 0.31
C 2.751 2.187 3.998 0.14
N 1.089 0.860 5.220 0.33
H 5.518 2.402 4.948 0.27
O -0.955 2.317 5.077 -0.54
O 3.295 3.110 -1.765 -0.46
O -6.820 -1.012 -3.657 -0.51
H -6.742 -1.283 -10.289 0.29
O -5.640 -2.814 -4.120 -0.47
```

* lowest unoccupied orbital energy: -0.0790 hartree
* molecular weight: 782.66 g mol⁻¹
* charge: 0
* orbital gap: 6.686 eV
* E: -5537.91176 a.u.
* highest occupied orbital energy: -0.32470 Eh
* multiplicity: 1


Below is H22HeO11 as an isolated structure at a distorted geometry, with properties calculated with the ωB97M-V functional and the def2-TZVPD basis.

```
34
Properties=species:S:1:pos:R:3:mulliken_charge:R:1
H -2.265 -1.038 1.105 0.40
O -3.430 0.578 -0.877 -0.63
H 0.478 2.948 2.801 0.33
H -0.926 -2.043 -0.167 0.34
O -1.669 -1.564 -0.534 -0.77
H 2.048 -2.109 4.014 0.30
H 0.424 -3.498 0.633 0.30
H 1.307 2.778 1.545 0.35
H -2.240 -2.244 -0.892 0.34
H 2.215 -2.690 -2.103 0.31
O 0.949 2.432 -2.304 -0.68
H -2.880 -0.205 -0.870 0.38
H 1.412 -1.505 2.780 0.31
H -1.128 2.097 1.666 0.35
O 2.148 -2.026 -1.417 -0.68
H 0.084 2.740 -2.033 0.32
H -3.548 -1.127 1.904 0.33
H 1.427 -1.463 -1.699 0.37
O 0.533 -2.556 0.760 -0.74
H 3.398 1.879 0.164 0.32
H 1.340 -2.342 0.292 0.40
H 0.930 -0.154 -4.199 0.32
H 2.225 2.394 -0.642 0.34
H -2.879 1.262 -0.498 0.33
H -0.308 -0.837 -3.659 0.29
O 2.745 2.578 0.140 -0.67
H -2.130 0.962 1.704 0.40
O 2.210 -1.482 3.309 -0.63
O -2.630 -0.863 1.972 -0.68
O -1.978 1.825 1.318 -0.67
H 0.789 1.569 -2.685 0.34
He 0.516 0.929 0.030 0.02
O 0.398 -0.242 -3.408 -0.65
O 0.432 3.020 1.848 -0.68
```

* lowest unoccupied orbital energy: -0.0148 hartree
* molecular weight: 202.17 g mol⁻¹
* charge: 0
* orbital gap: 9.780 eV
* E: -843.74466 a.u.
* highest occupied orbital energy: -0.37417 Eh
* multiplicity: 1
* ΔE to the lowest compared entry with this formula, charge and spin: 14.5 kcal/mol


Below is C20H45FI2N11O9 as an isolated structure, with properties calculated with the ωB97M-V functional and the def2-TZVPD basis.

```
88
Properties=species:S:1:pos:R:3:mulliken_charge:R:1
H -0.517 4.265 -1.405 0.37
O 0.206 2.525 3.562 -0.68
C 4.599 0.593 0.399 -0.40
N -6.743 -2.421 4.172 -0.41
H -4.112 7.317 -3.573 0.15
O 3.870 -3.722 -3.452 -0.66
H -7.563 -2.159 3.661 0.14
C 3.631 -4.718 -2.793 0.65
H 5.492 -5.535 -2.961 0.20
C -1.146 2.092 3.293 0.35
H 1.993 -1.973 3.101 0.39
N 4.586 -5.683 -2.558 -0.45
I 0.951 -4.018 1.022 0.00
H -3.344 0.442 -2.460 0.24
H -3.360 6.590 -5.677 0.15
O -2.848 -0.329 1.799 -1.04
H -2.597 2.313 1.777 0.53
H 6.585 -6.844 2.528 0.16
C -2.024 2.713 -1.150 0.44
C 2.252 0.688 0.020 -0.85
C -1.519 2.160 1.806 -2.00
N 6.109 -7.421 1.862 -0.41
H -3.607 0.252 -6.007 0.13
H -1.285 -0.092 3.430 0.09
H -0.849 0.938 -1.367 -0.29
C -0.981 1.712 -0.613 0.06
H 1.701 -4.281 -2.315 0.10
H 4.781 0.976 -0.613 0.35
H 5.644 -5.322 -0.526 0.24
H -2.961 7.590 -2.311 0.22
H 3.800 2.170 1.677 0.21
H 1.044 2.004 1.199 0.61
C 4.764 1.735 1.415 -0.88
H 5.371 -0.155 0.583 0.33
C 0.922 -1.780 2.976 -1.40
H 5.287 1.416 2.314 0.29
O -0.954 6.994 -3.643 -0.62
C -1.387 0.791 4.041 -1.55
C -2.475 0.107 0.699 -0.25
H -1.892 0.231 -6.244 0.24
H 5.910 -8.376 2.090 0.21
H -2.411 0.782 4.416 0.39
N 5.962 -5.663 0.365 -0.31
H 1.795 0.196 -0.835 0.22
H -2.136 4.732 -1.884 0.28
O 5.096 -7.688 -0.150 -0.67
H 0.404 -2.489 3.623 0.47
O -1.279 0.400 -3.845 -0.57
H -0.039 2.269 -0.593 0.23
C -1.569 4.176 -1.137 -1.45
H -1.668 6.339 -5.930 0.21
O -2.980 -0.101 -0.411 -0.61
C 0.094 -1.107 0.685 -0.74
F -3.264 2.689 -0.511 -0.43
H 2.620 1.659 -0.332 0.43
I -0.265 -1.638 -1.358 0.09
H -1.789 2.835 3.783 0.48
H 2.250 -5.788 -1.660 0.18
O 3.369 -0.075 0.475 -0.35
H 0.731 -0.759 3.280 0.15
N -5.397 -1.358 2.627 -0.31
N -2.681 0.282 -5.628 -0.44
H -4.500 -1.056 2.244 0.52
H -1.754 4.616 -0.157 0.29
C -2.098 6.987 -4.051 0.73
N -2.422 6.616 -5.330 -0.43
C -1.208 1.036 0.754 1.76
O -4.494 -2.427 4.432 -0.66
H 1.784 0.717 2.091 0.42
N 2.426 -4.971 -2.212 -0.27
H -0.720 0.765 4.906 0.45
C 5.687 -6.966 0.643 0.65
H 0.464 3.136 2.867 0.39
H -6.834 -2.955 5.013 0.23
N -3.508 0.433 -3.469 -0.23
C 0.560 -2.023 1.542 0.30
N -3.162 7.334 -3.260 -0.40
H -6.227 -1.103 2.128 0.16
H -4.445 0.401 -3.819 0.17
C -5.458 -2.082 3.773 0.51
C 1.252 0.938 1.163 -0.86
H 5.355 2.536 0.963 0.31
H 4.422 -6.512 -2.009 0.21
C -2.421 0.379 -4.275 0.57
H -2.202 2.454 -2.197 0.16
H -1.087 3.093 1.418 0.17
N -0.026 0.221 1.113 1.49
H 6.440 -5.043 0.990 0.16
```

* lowest unoccupied orbital energy: 0.0771 hartree
* molecular weight: 856.45 g mol⁻¹
* charge: -1
* orbital gap: 7.145 eV
* E: -2764.03861 a.u.
* highest occupied orbital energy: -0.18546 Eh
* multiplicity: 1


Below is a 2-piece molecular cluster, C7H12N2 overall at a distorted geometry, with properties calculated with the ωB97M-V functional and the def2-TZVPD basis.

```
21
Properties=species:S:1:pos:R:3:mulliken_charge:R:1
H -3.449 0.640 -1.108 0.32
C -0.393 -2.031 2.765 -0.91
H -1.003 -2.785 3.161 0.37
N -0.261 -1.622 0.293 -0.05
H 0.574 -2.452 3.179 0.32
C -1.628 -0.228 -1.263 -0.10
H 1.835 0.158 -1.630 0.32
C -0.211 -2.346 1.328 0.05
C 2.464 2.208 -2.202 0.20
H -2.286 1.894 -0.798 0.28
C 3.105 1.914 -0.914 -0.36
H -1.766 -0.368 -2.278 0.47
H 0.230 -3.333 1.140 0.37
H 2.833 2.442 0.055 0.26
H 4.069 1.589 -0.977 0.31
H 2.239 2.976 -2.927 0.38
N 1.949 1.170 -1.575 -0.11
H -0.736 -1.043 2.951 0.34
C -2.515 0.732 -0.627 -1.00
C -0.826 -0.871 -0.465 0.23
H -2.542 0.707 0.515 0.31
```

* lowest unoccupied orbital energy: -0.3445 hartree
* molecular weight: 124.19 g mol⁻¹
* charge: +2
* orbital gap: 7.716 eV
* E: -382.58162 a.u.
* highest occupied orbital energy: -0.62801 Eh
* multiplicity: 1
* ΔE to the lowest compared entry with this formula, charge and spin: 87.0 kcal/mol


What is the charge in the third record? -1


Which of these has the highest E? C7H12N2


Look up the lowest unoccupied orbital energy of the third one. 0.0771 hartree


The highest molecular weight belongs to which entry? C20H45FI2N11O9